126
Properties=species:S:1:pos:R:3:forces:R:3:mulliken_spin:R:1 method="wB97M-V/def2-TZVPD" lumo_ev="2.28 / 2.29" s2=0.750 homo_ev="0.8 / -6.6" relative_energy_kcal_mol=0.00 total_charge=-1 multiplicity=2 homo_lumo_gap_ev="1.481 / 8.911"
C 2.439950 0.970073 -4.753375 -0.1 0.3 1.3 0.01
C 2.701028 0.126336 -5.939675 -0.7 -0.6 -0.8 -0.03
C 1.476675 -0.754677 -6.324558 1.3 0.2 0.1 0.47
O 1.069731 -1.592687 -5.240788 0.4 1.4 -0.9 -1.70
C 0.187614 -2.569605 -5.680685 -0.5 -1.5 0.4 2.18
N 3.018809 0.947167 -7.090362 -0.2 0.8 -0.5 -0.13
H 3.372657 1.431978 -4.429622 0.0 0.3 0.0 -0.01
H 2.133294 0.318491 -3.935133 -0.1 0.1 0.2 0.04
H 1.676152 1.739636 -4.865121 0.0 0.0 -0.3 -0.01
H 3.622646 -0.415512 -5.727206 -0.4 -1.1 0.3 0.34
H 1.741824 -1.298088 -7.231476 0.4 -0.9 0.1 0.03
H 0.683225 -0.138037 -6.746793 -0.5 0.5 0.7 0.29
H -0.350544 -2.954794 -4.814593 -0.1 0.1 0.1 -0.16
H 0.718879 -3.429705 -6.088217 0.2 -0.1 -0.3 -0.41
H -0.560686 -2.285674 -6.420648 0.0 0.6 -0.1 0.05
H 3.948160 1.314984 -6.945001 0.1 0.3 -0.1 -0.10
H 3.064422 0.394175 -7.934291 0.1 -0.2 -0.1 -0.08
C 0.794778 -0.737178 3.933462 0.5 -0.3 1.0 -0.04
C -0.492201 -1.399403 4.455234 0.7 2.6 0.5 -0.03
C -1.020943 -0.568388 5.691260 0.8 -3.0 -0.1 0.02
O -2.086155 -1.436233 6.111284 -1.4 0.0 0.9 -0.05
C -2.979894 -0.906251 7.106685 1.3 1.6 -0.5 0.03
N -1.454374 -1.308127 3.428074 -1.5 -0.5 -1.3 0.04
H 0.702837 0.286599 3.570786 -0.7 -0.1 -0.4 0.02
H 1.315426 -1.309237 3.165497 -0.1 -0.1 0.1 -0.01
H 1.455037 -0.574704 4.785374 0.4 -0.4 0.0 0.01
H -0.412585 -2.465383 4.668424 0.6 0.3 0.8 0.06
H -1.263620 0.454587 5.403626 -0.4 0.0 0.0 0.01
H -0.276332 -0.608885 6.486248 0.2 0.5 0.2 0.01
H -2.409979 -0.499946 7.942282 0.3 -0.1 0.3 0.00
H -3.730707 -1.553397 7.560099 0.2 -0.6 -0.8 0.01
H -3.415889 -0.021248 6.643249 -0.7 0.0 0.2 0.00
H -1.511601 -0.373300 3.050017 0.2 0.7 -0.4 0.00
H -2.371790 -1.411463 3.837670 -0.4 -0.5 0.0 -0.01
C 3.923759 -4.334891 -1.464679 0.9 -0.6 1.2 0.88
C 2.966965 -3.175643 -1.738314 1.6 -1.1 0.3 -1.09
C 3.531231 -2.255716 -2.750958 1.2 0.6 -2.0 -0.15
O 4.856816 -1.808109 -2.365109 -0.1 0.8 0.5 -0.53
C 5.509315 -0.938510 -3.301491 -0.8 -0.2 -0.8 0.64
N 1.693065 -3.789359 -2.109712 -0.1 0.1 0.5 0.25
H 3.732919 -4.812210 -0.503500 -0.8 0.0 0.3 0.00
H 4.976654 -4.114740 -1.288493 0.1 0.5 -0.7 0.07
H 3.828911 -5.159064 -2.171684 0.1 0.3 -0.4 -0.24
H 2.888641 -2.585802 -0.825048 -0.5 -0.2 0.3 0.07
H 2.809301 -1.472963 -2.983808 0.2 0.6 0.3 0.20
H 3.696824 -2.728711 -3.718923 -0.3 -0.5 -0.2 -0.12
H 5.657162 -1.428424 -4.263895 -0.1 -0.5 -0.2 -0.16
H 6.504023 -0.571795 -3.048176 -0.1 -0.5 1.0 0.00
H 4.924547 -0.052187 -3.547607 -0.3 0.1 0.3 0.13
H 1.809425 -4.688783 -1.665185 -0.9 -0.3 0.3 0.07
H 1.677203 -4.062469 -3.081956 0.1 0.4 -0.6 -0.05
C 0.903792 5.364598 5.664297 -2.1 -0.2 -0.6 0.00
C 0.328032 4.115715 4.860867 1.6 1.8 1.1 0.00
C 0.753398 4.229115 3.407276 1.2 0.0 1.1 0.00
O 0.356565 3.098979 2.732939 -0.4 -0.6 -2.1 -0.01
C 0.738693 3.184586 1.329046 0.7 -0.3 0.1 0.03
N 0.889092 2.931134 5.552908 -1.5 0.1 -1.0 0.00
H 0.475829 6.267724 5.229207 0.5 0.3 -0.5 0.00
H 1.989626 5.414823 5.745292 -0.1 -0.2 -0.3 0.00
H 0.454272 5.430697 6.655079 0.3 -0.6 0.3 0.00
H -0.758903 4.130252 4.780503 -0.2 -0.3 1.0 0.00
H 1.839592 4.225506 3.498265 0.6 0.4 -0.6 0.00
H 0.399910 5.102311 2.858939 -0.1 0.5 0.4 0.00
H 1.197073 4.140576 1.075935 -0.1 0.3 0.4 0.00
H -0.076938 3.054838 0.617704 -0.3 -0.3 0.4 -0.01
H 1.517571 2.444940 1.143643 -0.2 -0.2 0.1 0.00
H 0.660649 2.193406 4.901999 0.1 -0.8 0.1 0.00
H 1.898771 2.955968 5.557758 0.2 0.3 -0.1 0.00
C -0.884413 3.034211 -2.868589 -0.1 -1.3 0.8 0.01
C -1.737716 2.724748 -4.087684 0.6 -0.2 -0.1 -0.03
C -2.778301 1.585542 -3.946312 1.1 -0.5 1.7 -0.02
O -3.698943 1.798769 -2.844952 -1.1 0.5 -1.6 -0.06
C -4.660704 0.741122 -2.837534 0.4 -0.1 1.9 0.09
N -2.424025 3.893673 -4.522671 -1.6 1.0 -0.8 0.00
H -0.045665 3.715060 -3.013603 -0.5 0.6 -0.4 -0.01
H -0.362240 2.150419 -2.502051 -0.2 -0.4 0.2 -0.02
H -1.581148 3.352368 -2.093064 0.4 0.3 0.3 0.01
H -1.050453 2.437706 -4.883528 -0.1 -0.4 -0.3 0.04
H -2.295388 0.676167 -3.588638 0.7 -0.2 -0.5 0.04
H -3.235351 1.330410 -4.902399 -0.4 0.5 0.0 0.00
H -5.250456 0.562395 -3.736616 0.5 0.0 -0.3 -0.01
H -5.369513 0.837875 -2.015144 -0.3 1.2 -0.1 0.02
H -4.173859 -0.119019 -2.377936 0.4 -0.8 -1.1 -0.01
H -3.188060 4.079525 -3.888788 -0.2 0.1 0.1 0.00
H -1.903517 4.753876 -4.618725 0.4 -0.3 0.1 0.00
C -3.183698 2.566193 0.294154 -0.6 -0.2 0.2 0.00
C -3.181830 1.780215 1.614115 -0.3 -0.4 0.0 0.00
C -4.126054 0.543313 1.515581 -0.2 0.5 -0.9 -0.05
O -5.454922 0.926987 1.726732 -2.3 0.3 0.8 -0.01
C -6.515761 0.058747 1.230626 1.2 1.0 0.1 0.05
N -1.862446 1.337019 1.996885 0.4 -0.1 0.2 -0.01
H -2.671851 3.527375 0.341397 0.1 0.0 0.3 0.00
H -4.213806 2.763587 -0.002497 -0.1 0.1 -0.1 0.00
H -2.736138 1.991962 -0.517046 0.1 -0.2 0.1 0.00
H -3.506364 2.389150 2.457898 -0.6 0.2 -0.1 0.00
H -3.872035 -0.253037 2.215157 0.4 -0.1 -0.1 0.02
H -4.143424 0.219568 0.474910 0.9 -0.7 -0.2 0.01
H -6.670253 0.293089 0.177392 0.1 -0.3 -0.3 0.00
H -7.456857 0.293488 1.727940 0.3 0.2 0.3 -0.01
H -6.315946 -1.002457 1.379053 0.3 0.0 0.0 -0.01
H -1.394346 0.950732 1.189560 0.1 -0.6 -0.5 0.01
H -1.269792 2.134530 2.178111 -0.2 0.2 0.6 0.00
C 3.484206 0.071113 1.160091 -2.0 2.9 1.9 0.21
O 3.130897 0.856594 2.035315 -0.1 0.5 0.2 -0.05
N 3.058833 0.074653 -0.087481 -1.2 0.9 -2.1 -0.09
N 4.289337 -0.904255 1.356058 3.3 -3.4 1.1 -0.03
H 2.243414 0.661864 -0.189296 -0.3 -0.4 -0.6 -0.01
H 3.113580 -0.857069 -0.473486 -0.7 0.6 -0.8 0.01
H 4.741219 -0.966308 2.257189 0.2 -0.2 -0.5 -0.01
H 4.680945 -1.236235 0.486266 0.8 -0.6 0.7 0.00
C -0.192574 -0.916081 -0.344138 -0.6 1.4 0.6 0.29
O -0.447205 0.271691 -0.192385 -0.1 1.9 0.1 0.00
N 0.191082 -1.430499 -1.456551 1.2 -0.4 -4.0 -0.38
N -0.290227 -1.817689 0.577844 -0.4 -1.8 3.2 -0.12
H 0.562828 -2.369429 -1.438873 0.1 -0.2 -1.0 0.01
H 0.249695 -0.822244 -2.260716 0.1 -0.4 0.0 0.08
H -0.186977 -2.797479 0.355493 0.0 0.0 0.5 0.02
H -0.535797 -1.526487 1.513256 -0.2 -0.4 0.0 -0.02
C -0.437436 -5.097483 2.319777 0.7 0.7 0.0 1.12
O 0.090031 -4.710079 1.286424 -0.2 -0.4 -0.2 -0.55
N -0.471282 -6.290239 2.858228 1.2 -5.5 -0.7 -0.09
N -1.013695 -4.361725 3.233803 -1.6 4.8 1.2 -0.25
H -0.882090 -6.446737 3.767544 0.3 -0.2 -0.5 -0.06
H -0.016368 -7.055449 2.381128 -0.2 0.0 0.2 -0.05
H -1.045055 -3.369077 3.050078 -0.5 0.3 0.2 0.03
H -1.441714 -4.714556 4.077851 0.2 0.3 -0.4 0.04